Entry 1:
Density functional theory data (the ωB97M-V functional and the def2-TZVPD basis) for C23H23NdP2 as an isolated structure in a non-equilibrium geometry.

Values from the calculation:
2S+1: 4
Maximum force: 1.88 eV/A
Expectation value of S²: 3.8858
Calculated total energy: -58073.0270 eV
Kohn-Sham gap (alpha / beta): 4.27 / 4.38 eV

Each line ends with the Löwdin charge.
Positions of all 49 atoms, in Å:
C  -0.639  -0.469  -4.188  -0.202
C  -1.438  0.659  -3.845  -0.227
C  -0.566  1.744  -3.529  -0.217
C  0.773  1.298  -3.683  -0.245
C  0.749  -0.065  -4.082  -0.218
Nd  0.675  -1.825  0.229  1.518
P  0.113  -4.365  -1.385  0.621
H  -0.991  -1.458  -4.478  0.049
H  -2.525  0.698  -3.879  0.062
H  -0.876  2.745  -3.234  0.065
H  1.619  -0.691  -4.280  0.055
H  1.665  1.915  -3.569  0.069
H  1.062  -4.680  -2.408  -0.126
H  -1.044  -4.314  -2.226  -0.112
H  -0.118  -5.706  -0.956  -0.135
C  -0.573  4.291  3.672  -0.092
C  0.467  4.404  2.741  -0.088
C  0.585  3.479  1.707  -0.103
C  -0.324  2.406  1.605  -0.384
C  -1.405  2.331  2.499  -0.094
C  -1.504  3.253  3.546  -0.087
P  -0.136  1.329  0.134  1.112
C  1.484  0.517  0.470  -0.491
C  2.198  0.018  -0.650  -0.196
C  3.080  -1.062  -0.491  -0.204
C  3.290  -1.616  0.783  -0.206
C  2.644  -1.076  1.908  -0.167
C  1.737  -0.023  1.754  -0.213
C  -1.214  -0.110  0.595  -0.494
C  -1.114  -0.892  1.789  -0.246
C  -1.532  -2.241  1.758  -0.204
C  -2.259  -2.728  0.653  -0.170
C  -2.605  -1.854  -0.387  -0.111
C  -2.044  -0.586  -0.450  -0.116
H  -0.655  5.011  4.487  0.101
H  1.190  5.217  2.822  0.104
H  1.382  3.575  0.966  0.108
H  -2.166  1.557  2.387  0.100
H  -2.315  3.164  4.270  0.102
H  1.965  0.412  -1.646  0.087
H  3.558  -1.502  -1.370  0.119
H  3.970  -2.459  0.916  0.108
H  2.860  -1.446  2.914  0.124
H  1.202  0.356  2.624  0.108
H  -0.706  -0.476  2.709  0.099
H  -1.347  -2.890  2.621  0.113
H  -2.600  -3.766  0.624  0.108
H  -3.322  -2.161  -1.158  0.120
H  -2.250  0.081  -1.288  0.097

---

Entry 2:
Density functional theory data (the ωB97M-V functional and the def2-TZVPD basis) for a 2-piece molecular cluster, C8H10BrN overall in a non-equilibrium geometry.

Values from the calculation:
Maximum force: 5.34 eV/A
Calculated total energy: -79984.5158 eV
Kohn-Sham gap (alpha / beta): 7.06 / 7.05 eV

Each line ends with the Löwdin charge.
Positions of all 20 atoms, in Å:
C  -2.431  -0.854  1.776  -0.301
C  -1.356  -1.690  -1.862  -0.042
C  -0.007  -1.054  -2.291  -0.105
C  0.831  1.724  1.410  -0.106
C  -0.254  1.356  2.353  -0.102
C  -0.338  -1.115  -0.777  -0.299
C  0.104  0.392  1.212  -0.349
C  -0.630  0.040  0.030  -0.593
N  -2.639  -1.369  2.783  -0.123
Br  -1.533  1.353  -0.848  0.982
H  -2.125  -1.064  -2.328  0.100
H  -1.233  -2.726  -1.841  0.084
H  0.826  -1.653  -2.680  0.112
H  -0.184  -0.027  -2.647  0.063
H  0.477  2.481  0.581  0.110
H  1.806  1.888  1.667  0.069
H  -0.019  0.957  3.347  0.118
H  -1.173  1.962  2.405  0.119
H  0.264  -1.825  -0.316  0.120
H  0.739  -0.416  1.513  0.140

---

Entry 3:
Density functional theory data (the ωB97M-V functional and the def2-TZVPD basis) for a 4-piece molecular cluster, C4H16N2O3 overall in a non-equilibrium geometry.

Values from the calculation:
SMILES string: [H]/N=C/NCCC.O.O.O
Maximum force: 3.25 eV/A
Calculated total energy: -13529.9306 eV
Kohn-Sham gap: 9.93 eV

Each line ends with the Löwdin charge.
Positions of all 25 atoms, in Å:
C  -1.131  -2.539  -1.287  -0.092
C  -0.036  -1.635  -1.878  -0.269
C  -0.423  -0.234  -2.184  -0.212
N  -0.242  0.591  -0.953  -0.013
C  -0.060  1.936  -0.953  -0.296
N  0.269  2.458  0.179  0.039
H  -1.785  -1.859  -0.722  0.069
H  -1.742  -3.029  -2.021  0.062
H  -0.648  -3.278  -0.657  0.071
H  0.176  -2.164  -2.820  0.107
H  0.946  -1.795  -1.415  0.104
H  0.274  0.278  -2.889  0.117
H  -1.429  -0.075  -2.626  0.125
H  -0.048  0.010  -0.153  0.117
H  -0.116  2.364  -1.988  0.145
H  0.391  3.465  0.033  0.049
H  0.518  0.428  2.946  0.032
H  1.241  1.183  1.954  0.005
O  1.430  0.502  2.625  -0.074
H  1.470  -1.686  1.718  0.009
H  2.895  -1.810  1.372  0.035
O  2.037  -2.114  1.065  -0.068
H  -2.501  0.861  1.671  0.032
H  -1.356  1.880  1.595  -0.022
O  -2.007  1.502  2.199  -0.071

---

Entry 4:
Density functional theory data (the ωB97M-V functional and the def2-TZVPD basis) for an isolated ion of composition C4H11N4 and charge +1 in a non-equilibrium geometry.

Values from the calculation:
2S+1: 3
Maximum force: 4.91 eV/A
Total charge: +1
Expectation value of S²: 2.0117
Calculated total energy: -10273.8766 eV
Kohn-Sham gap (alpha / beta): 7.90 / 6.90 eV

Each line ends with the Löwdin charge.
Positions of all 19 atoms, in Å:
C  -1.368  -0.621  0.274  -0.281
C  1.369  -0.180  0.124  -0.157
C  -1.165  0.827  -0.129  -0.226
C  2.620  0.388  -0.299  0.001
N  1.124  -1.242  0.696  0.094
N  -0.111  -1.514  1.069  0.145
N  -1.876  -1.378  -0.786  0.119
N  -1.366  1.799  0.772  0.121
H  -1.999  -0.556  1.235  0.168
H  0.409  0.443  -0.132  0.091
H  -1.580  0.996  -1.130  0.139
H  3.201  0.461  0.617  0.116
H  2.355  1.390  -0.581  0.092
H  3.094  0.032  -1.112  0.067
H  -1.114  -1.883  -1.195  0.102
H  -2.498  -2.141  -0.462  0.133
H  -1.371  1.534  1.695  0.074
H  -1.596  2.758  0.681  0.116
H  -0.398  -2.399  0.824  0.087